#i
# C2H3N4

An isolated ion of composition C2H3N4 and charge +1 (the ωB97M-V functional and the def2-TZVPD basis, the Open Molecules 2025 dataset).

Geometry as ORCA input:
```
! wB97M-V def2-TZVPD RIJCOSX def2/J DEFGRID3
* xyz 1 1
C 0.130 -0.178 0.744
C 0.665 -0.768 -0.501
N 0.214 1.176 0.239
N -1.011 0.464 0.150
N 0.808 0.629 -1.017
N -0.359 -0.055 -1.353
H 0.004 -0.394 1.826
H 1.295 -1.681 -0.853
H -1.745 0.808 0.764
*
```

Output
* LUMO energy: -7.3 eV
* frontier orbital gap: 8.82 eV

Results of the Mulliken charge analysis, in e, for atoms 1 through 5: 0.1333, 0.0357, -0.1997, -0.0205, -0.0568


#ii
# C2H3N4

C2H3N4 as an isolated structure (the ωB97M-V functional and the def2-TZVPD basis, the Open Molecules 2025 dataset).

Geometry as ORCA input:
```
! wB97M-V def2-TZVPD RIJCOSX def2/J DEFGRID3
* xyz 1 1
C -0.654 -2.113 -0.233
C -0.253 0.090 0.306
N -0.820 -0.713 1.162
N -0.367 -1.604 -1.263
N -0.065 -0.254 -1.081
N 0.241 1.274 0.654
H 0.797 0.198 -1.517
H 0.009 1.544 1.611
H 1.112 1.578 0.362
*
```

Output
* LUMO energy (spin up / spin down): -9.1 / -8.9 eV
* frontier orbital gap (spin up / spin down): 7.27 / 7.81 eV

Results of the Mulliken charge analysis, in e, for atoms 1 through 5: 0.2219, 0.5445, -0.2159, -0.0896, -0.0444


Verdict on stability: #ii comes out on top.


#i
# CH6S

A 2-piece molecular cluster, CH6S overall (the ωB97M-V functional and the def2-TZVPD basis, the Open Molecules 2025 dataset).

Geometry as ORCA input:
```
! wB97M-V def2-TZVPD RIJCOSX def2/J DEFGRID3
* xyz 0 1
S -0.618 -0.837 -2.305
H -1.672 -1.343 -1.658
H -0.747 -0.984 -3.628
C 0.593 0.667 1.521
H 0.383 1.302 0.667
H 1.263 -0.136 1.207
H 1.085 1.199 2.328
H -0.288 0.131 1.869
*
```

Output
* LUMO energy: 0.9 eV
* frontier orbital gap: 10.67 eV

Results of the Mulliken charge analysis, in e, for atoms 1 through 5: -0.3074, 0.1500, 0.1548, -0.9661, 0.2176


#ii
# CH6S

A 2-piece molecular cluster, CH6S overall (the ωB97M-V functional and the def2-TZVPD basis, the Open Molecules 2025 dataset).

Geometry as ORCA input:
```
! wB97M-V def2-TZVPD RIJCOSX def2/J DEFGRID3
* xyz 0 1
S -2.417 -0.448 0.124
H -2.458 0.478 1.096
H -1.754 0.361 -0.702
C 1.326 -0.063 -0.119
H 1.134 0.807 -0.739
H 0.476 -0.319 0.511
H 1.547 -0.925 -0.746
H 2.146 0.109 0.575
*
```

Output
* LUMO energy: 0.9 eV
* frontier orbital gap: 10.71 eV

Results of the Mulliken charge analysis, in e, for atoms 1 through 5: -0.3426, 0.1620, 0.1495, -0.8543, 0.2301


Verdict on stability: #ii comes out on top.